Here is C21H39F3I4O4S as an isolated structure at a distorted geometry from the Open Molecules 2025 dataset. Energies are from wB97M-V/def2-TZVPD.

The calculated total energy is -3013.00045 Ha. The HOMO energy comes out at -9.1 eV. As for the frontier orbital gap: 0.30891 Eh. Its spin multiplicity is 1.

Last column: Löwdin charge in e.
Cartesian coordinates (Å):
C  7.8792  1.9046  -1.3275  -0.21
C  6.4876  1.2902  -1.5468  -0.87
I  6.1953  -0.0865  0.0985  0.79
C  5.4627  2.4389  -1.6089  -0.73
I  5.1175  3.3493  0.3279  0.94
C  4.1362  2.1357  -2.4043  -0.76
I  3.7306  0.0438  -2.7269  1.11
C  4.3280  2.7852  -3.7801  -0.21
C  3.1668  2.5816  -4.7747  -0.32
C  3.5846  1.7132  -5.9826  -0.64
I  2.0456  0.2781  -6.4515  0.75
O  3.0380  2.8730  -1.8061  -0.13
C  2.0603  2.1979  -1.2000  -0.58
O  2.0940  1.6332  -0.1341  0.09
S  0.4389  2.2562  -2.1124  0.78
O  0.3473  3.5409  -2.7294  -0.26
O  0.2489  1.1616  -3.0044  -0.28
C  -0.9510  2.1868  -0.8545  -0.70
F  -0.5178  2.1852  0.3977  0.15
F  -1.7405  3.2130  -1.0265  0.18
F  -1.6335  1.0877  -1.0728  0.16
H  8.5571  1.1026  -1.0777  0.05
H  8.2374  2.3071  -2.2685  0.08
H  7.8828  2.6333  -0.5332  0.04
H  6.5428  0.7550  -2.4809  0.04
H  5.9566  3.2318  -2.1479  0.06
H  4.3485  3.8443  -3.5459  0.13
H  5.2884  2.5053  -4.1908  0.12
H  2.9353  3.5615  -5.1690  0.11
H  2.2635  2.2326  -4.3076  0.03
H  3.7141  2.3236  -6.8576  0.03
H  4.5023  1.1898  -5.7708  0.02
C  -2.6076  1.2688  2.8412  -0.10
C  -3.5722  0.2001  2.3350  -0.26
C  -4.5929  0.7289  1.3290  -0.22
C  -5.5378  1.8017  1.8714  -0.23
C  -6.3534  1.3843  3.0937  -0.27
C  -7.2926  0.2117  2.8250  -0.11
H  -3.1302  2.0572  3.3851  0.07
H  -1.8778  0.8278  3.5225  0.07
H  -2.0645  1.7205  2.0131  0.05
H  -4.0795  -0.2692  3.1826  0.10
H  -2.9915  -0.5898  1.8506  0.08
H  -5.1771  -0.1120  0.9447  0.10
H  -4.0601  1.1411  0.4664  0.10
H  -6.2234  2.0952  1.0704  0.11
H  -4.9659  2.7006  2.1188  0.10
H  -6.9483  2.2414  3.4196  0.10
H  -5.6901  1.1390  3.9275  0.10
H  -7.9886  0.4476  2.0176  0.07
H  -7.8793  -0.0205  3.7148  0.07
H  -6.7439  -0.6904  2.5506  0.06
C  -0.7714  -6.6390  1.2395  -0.11
C  -0.3620  -5.6306  2.3095  -0.27
C  -1.4387  -4.5885  2.6065  -0.23
C  -1.8143  -3.6932  1.4252  -0.23
C  -0.6531  -2.9112  0.8136  -0.26
C  -0.0023  -1.9310  1.7859  -0.10
H  -0.9474  -6.1571  0.2767  0.06
H  0.0133  -7.3828  1.0941  0.07
H  -1.6826  -7.1659  1.5297  0.07
H  0.5702  -5.1412  2.0149  0.10
H  -0.1427  -6.1715  3.2338  0.10
H  -1.1072  -3.9679  3.4438  0.10
H  -2.3417  -5.1008  2.9532  0.11
H  -2.5820  -2.9874  1.7578  0.10
H  -2.2833  -4.2975  0.6435  0.10
H  -1.0309  -2.3513  -0.0467  0.10
H  0.1036  -3.5967  0.4226  0.10
H  -0.7335  -1.2117  2.1612  0.06
H  0.7905  -1.3719  1.2857  0.07
H  0.4445  -2.4432  2.6393  0.07

Cartesian forces (eV/Å) of the 2 atoms listed first:
C -0.178 -0.857 -0.352
C 0.673 1.263 1.107


Here is a 13-piece molecular cluster, C21H39F4N9O30 overall at a distorted geometry from the Open Molecules 2025 dataset. Energies are from wB97M-V/def2-TZVPD.

The calculated total energy is -3972.26392 Ha. The HOMO energy comes out at -10.0 eV. As for the frontier orbital gap: 0.34622 Eh. Its energy above the lowest of the compared OMol25 structures with the same formula, charge and spin is 0.00 kcal/mol. Its spin multiplicity is 1.

Last column: Löwdin charge in e.
Cartesian coordinates (Å):
C  3.7704  2.7844  0.3017  0.05
N  2.9293  2.8298  1.5089  -0.42
O  3.5068  2.6130  2.5631  0.05
O  1.7622  3.1338  1.4293  0.08
H  4.7452  3.1618  0.5803  0.10
H  3.2927  3.3525  -0.4925  0.09
H  3.7444  1.7636  -0.0796  0.09
C  -1.0709  -4.8190  -1.4297  0.04
N  -0.7500  -3.9770  -2.6038  -0.41
O  -0.3704  -2.8469  -2.3660  0.04
O  -0.7715  -4.4709  -3.7111  0.09
H  -1.5518  -5.7372  -1.7591  0.11
H  -1.6158  -4.2912  -0.6595  0.10
H  -0.1054  -5.1804  -1.0735  0.10
C  0.9071  2.5372  4.5833  0.02
N  -0.3297  2.6750  5.3673  -0.43
O  -0.5475  1.8379  6.2303  0.06
O  -1.0694  3.6203  5.1356  0.06
H  0.9866  1.5018  4.2633  0.06
H  1.7363  2.7349  5.2553  0.11
H  0.8246  3.1041  3.6646  0.07
C  3.5089  -0.5519  2.9284  0.03
N  3.2105  -0.9963  4.3245  -0.42
O  2.7676  -0.1850  5.1035  0.07
O  3.4593  -2.1652  4.5658  0.06
H  4.4064  0.0579  2.9724  0.10
H  2.6297  -0.0120  2.5847  0.07
H  3.6594  -1.4131  2.2884  0.09
C  -0.5057  -1.3039  4.9639  0.03
N  -0.3083  -2.5160  5.8345  -0.41
O  -0.7450  -2.4897  6.9663  0.08
O  0.4199  -3.3940  5.3895  0.03
H  -0.6970  -1.6916  3.9695  0.06
H  0.4007  -0.7245  5.0879  0.07
H  -1.3992  -0.7641  5.2611  0.08
C  0.6206  3.5280  -3.0719  0.05
N  -0.3921  4.4912  -2.6111  -0.43
O  -0.2964  4.9362  -1.4904  0.09
O  -1.2415  4.8185  -3.4180  0.03
H  1.1884  4.0033  -3.8659  0.10
H  0.0747  2.6526  -3.4194  0.10
H  1.2372  3.2115  -2.2395  0.07
C  -3.4711  4.1126  -2.1180  0.04
N  -3.4755  2.6604  -1.8114  -0.40
O  -2.7025  1.9391  -2.4126  0.06
O  -4.3933  2.2366  -1.1254  0.06
H  -4.4772  4.4983  -1.9916  0.10
H  -3.2510  4.1813  -3.1803  0.09
H  -2.7498  4.6477  -1.5089  0.09
C  0.7185  -1.0542  -4.9392  0.06
N  -0.6788  -0.6095  -4.7666  -0.41
O  -1.0711  -0.3775  -3.6387  0.01
O  -1.3948  -0.6217  -5.7464  0.09
H  0.6620  -2.1401  -4.9097  0.10
H  1.3559  -0.6259  -4.1739  0.09
H  1.0045  -0.7002  -5.9265  0.10
C  1.4859  -4.3565  2.0618  0.08
N  0.9964  -3.0364  1.5370  -0.38
O  1.0055  -2.0860  2.2780  0.08
O  0.7543  -2.9436  0.3414  0.05
H  2.0873  -4.1325  2.9396  0.09
H  2.0940  -4.8175  1.2932  0.10
H  0.5920  -4.8949  2.3666  0.11
C  -0.7272  -0.3399  -0.6351  -0.05
C  0.6950  0.0973  -0.3679  -0.27
O  0.7032  0.4777  0.9800  0.10
C  -0.5659  0.5600  1.4458  -0.53
O  -0.8733  0.8874  2.5474  0.19
O  -1.4253  0.2948  0.4485  0.06
F  0.9521  1.2573  -1.0885  0.02
H  -0.8255  -1.4224  -0.5723  0.11
H  -1.0437  0.0403  -1.6017  0.09
H  1.4967  -0.5961  -0.5980  0.15
C  -4.2679  -2.1846  -3.0914  -0.03
C  -3.1441  -1.8254  -2.1097  -0.29
O  -2.8702  -3.1232  -1.6221  0.03
C  -4.0118  -3.8839  -1.6748  -0.54
O  -4.1717  -4.9139  -1.0983  0.18
O  -4.8843  -3.3054  -2.4841  0.11
F  -3.6075  -0.9592  -1.1711  0.09
H  -3.7764  -2.5042  -4.0174  0.14
H  -4.9428  -1.3735  -3.3480  0.15
H  -2.2693  -1.4347  -2.6194  0.10
C  -4.0663  0.6263  1.4073  -0.10
C  -4.8020  1.2209  2.5821  -0.26
O  -4.1054  0.5907  3.6587  0.13
C  -3.5772  -0.5795  3.2235  -0.55
O  -3.0741  -1.3972  3.9060  0.17
O  -3.7538  -0.6661  1.8837  0.08
F  -6.0994  0.7938  2.6501  0.06
H  -3.1351  1.1880  1.2886  0.12
H  -4.6205  0.6325  0.4790  0.11
H  -4.7784  2.3009  2.6997  0.17
C  5.7306  2.1319  -3.5157  -0.04
C  6.0556  0.7308  -4.0438  -0.31
O  4.9680  -0.0355  -3.6610  0.15
C  4.2722  0.5897  -2.6766  -0.54
O  3.3558  0.1551  -2.0748  0.18
O  4.7015  1.8579  -2.5759  0.06
F  7.2226  0.2545  -3.5253  0.07
H  5.3680  2.8376  -4.2619  0.14
H  6.6026  2.5786  -3.0397  0.14
H  6.1829  0.7415  -5.1261  0.17

Cartesian forces (eV/Å) of the 2 atoms listed first:
C -0.559 -0.157 -0.887
N 0.049 0.635 0.917


Here is an isolated ion of composition C21H39N4O3S and charge +1 at a distorted geometry from the Open Molecules 2025 dataset. Energies are from wB97M-V/def2-TZVPD.

The calculated total energy is -1666.33686 Ha. Its SMILES is CCN(CC)S(=O)(=O)c1ccc(C)c(NC(=O)CNCC[NH+](C(C)C)C(C)C)c1. The HOMO energy comes out at -11.6 eV. As for the frontier orbital gap: 0.35439 Eh. Its energy above the lowest of the compared OMol25 structures with the same formula, charge and spin is 0.55 kcal/mol. Its spin multiplicity is 1. The total charge is +1.

Last column: Löwdin charge in e.
Cartesian coordinates (Å):
C  -1.2358  -5.4392  1.3949  -0.07
H  -1.9150  -6.2664  1.2084  0.08
H  -0.4111  -5.7982  2.0060  0.07
H  -0.8444  -5.0853  0.4440  0.07
C  -1.9831  -4.3062  2.0894  -0.26
N  -1.1690  -3.1260  2.3229  -0.26
S  -0.9081  -2.1503  1.0090  0.67
O  -1.8017  -2.5107  -0.0554  -0.28
O  0.4914  -2.0497  0.6653  -0.29
C  -1.4115  -0.5240  1.5837  -0.26
C  -0.6090  0.5315  1.2153  0.00
C  -0.9522  1.8308  1.5593  -0.17
C  -2.1031  2.0789  2.3098  -0.19
C  -2.8904  0.9915  2.6782  -0.01
C  -2.5636  -0.3047  2.3122  -0.03
H  -3.1876  -1.1376  2.5914  0.12
H  -3.7847  1.1701  3.2556  0.12
C  -2.4695  3.4754  2.7022  -0.03
H  -2.4477  4.1362  1.8372  0.09
H  -3.4646  3.5030  3.1353  0.08
H  -1.7683  3.8617  3.4428  0.09
N  -0.0814  2.8712  1.1507  0.16
C  0.4730  2.8953  -0.0744  -0.42
O  0.0658  2.2030  -0.9968  0.04
C  1.6916  3.7897  -0.2564  -0.11
N  2.4916  3.2180  -1.3213  -0.06
H  3.1942  3.8750  -1.6366  0.13
C  3.0768  1.9122  -1.0497  -0.16
H  2.5118  1.4154  -0.2573  0.12
H  4.1218  1.9724  -0.7193  0.13
C  3.0204  1.0670  -2.3280  -0.10
N  1.6193  0.8110  -2.7419  -0.05
C  1.3178  1.1443  -4.1761  -0.34
C  0.9899  2.6287  -4.2673  -0.03
H  0.7463  2.8885  -5.2934  0.09
H  1.8345  3.2350  -3.9509  0.08
H  0.1357  2.8735  -3.6416  0.08
C  2.4251  0.7708  -5.1575  -0.04
H  2.8683  -0.1931  -4.9332  0.07
H  3.2115  1.5207  -5.1884  0.08
H  1.9976  0.7160  -6.1553  0.10
H  0.4221  0.5754  -4.4286  0.14
C  1.1024  -0.5326  -2.2838  -0.34
C  1.6838  -1.7053  -3.0569  -0.03
H  1.3204  -1.7323  -4.0805  0.09
H  1.3559  -2.6152  -2.5618  0.10
H  2.7710  -1.7080  -3.0610  0.08
C  -0.4196  -0.5616  -2.3342  -0.02
H  -0.7780  -1.3823  -1.7177  0.06
H  -0.7944  -0.7223  -3.3414  0.09
H  -0.8432  0.3552  -1.9355  0.08
H  1.4073  -0.6265  -1.2372  0.13
H  1.0404  1.4988  -2.1879  0.10
H  3.5304  1.6164  -3.1166  0.12
H  3.5406  0.1223  -2.1714  0.13
H  1.3595  4.7808  -0.5768  0.14
H  2.2272  3.8941  0.7012  0.13
H  0.1649  3.5745  1.8325  0.16
H  0.2922  0.3170  0.6668  0.11
C  -0.0227  -3.2657  3.2048  -0.25
C  0.2629  -1.9562  3.9271  -0.07
H  0.5999  -1.2026  3.2207  0.06
H  -0.6325  -1.5952  4.4272  0.08
H  1.0417  -2.1124  4.6691  0.08
H  -0.2586  -4.0452  3.9315  0.13
H  0.8635  -3.5669  2.6343  0.12
H  -2.8129  -3.9796  1.4616  0.11
H  -2.3760  -4.6340  3.0560  0.13

Cartesian forces (eV/Å) of the 2 atoms listed first:
C -0.116 0.200 0.161
H -0.016 -0.118 -0.030


> The lowest calculated total energy belongs to which entry?

C21H39F4N9O30